ORCA calculation (the ωB97M-V functional and the def2-TZVPD basis) on one molecule with the formula C22H47O2P.

```
72
Properties=species:S:1:pos:R:3:forces:R:3
C 11.158 0.166 0.951 -0.1 0.0 0.0
O 11.563 0.455 -0.367 0.1 0.1 0.0
C 10.616 1.173 -1.137 -0.1 -0.1 0.0
C 9.453 0.321 -1.687 0.0 0.0 0.0
C 8.054 0.802 -1.288 0.1 0.0 0.1
C 7.555 0.239 0.041 0.0 0.0 0.0
C 6.310 0.962 0.566 0.0 0.0 -0.1
C 5.335 0.074 1.359 0.0 0.0 0.0
C 3.943 0.015 0.736 0.1 0.0 0.0
C 2.963 -0.868 1.511 0.0 0.0 -0.1
C 1.502 -0.419 1.387 0.0 0.0 0.0
C 0.513 -1.584 1.473 0.0 -0.1 0.0
C 0.233 -2.221 0.104 0.1 0.1 0.1
P -0.850 -1.140 -0.938 0.0 -0.1 -0.1
C -2.535 -1.797 -0.542 -0.1 0.1 0.1
C -3.451 -1.735 -1.769 0.0 -0.1 0.0
C -4.945 -1.752 -1.445 0.0 -0.1 0.0
C -5.380 -0.659 -0.461 0.0 0.0 0.1
C -6.811 -0.143 -0.686 0.0 -0.1 0.0
C -7.002 1.350 -0.376 0.0 0.0 0.1
C -7.511 1.691 1.031 0.0 0.0 0.0
C -8.803 1.014 1.504 -0.1 0.0 0.0
C -10.125 1.607 0.998 -0.1 0.1 0.0
O -10.679 0.891 -0.101 0.3 -0.1 0.0
C -10.703 1.573 -1.334 -0.2 0.0 0.1
H 12.057 0.038 1.554 0.0 0.0 0.0
H 10.568 0.989 1.373 0.0 0.0 0.0
H 10.563 -0.753 1.002 0.0 0.1 0.0
H 10.222 2.014 -0.545 0.0 -0.1 0.0
H 11.192 1.596 -1.961 0.0 0.0 0.0
H 9.519 0.308 -2.776 0.1 0.0 0.0
H 9.609 -0.712 -1.360 0.0 0.0 0.0
H 7.336 0.535 -2.069 0.0 0.0 0.0
H 8.052 1.897 -1.230 0.0 0.0 -0.1
H 7.324 -0.824 -0.092 0.1 0.0 0.0
H 8.360 0.295 0.778 0.0 -0.1 0.1
H 6.617 1.809 1.184 0.0 0.1 -0.1
H 5.778 1.386 -0.293 0.0 0.0 0.0
H 5.737 -0.943 1.428 0.0 0.0 0.1
H 5.237 0.443 2.384 0.0 -0.1 0.0
H 3.546 1.034 0.665 0.0 0.0 0.0
H 4.035 -0.349 -0.293 -0.1 0.1 0.0
H 3.045 -1.901 1.157 0.1 0.0 0.1
H 3.253 -0.873 2.567 -0.1 -0.1 0.0
H 1.277 0.311 2.169 0.1 0.0 0.0
H 1.367 0.108 0.436 -0.1 0.0 0.0
H 0.926 -2.352 2.136 0.0 0.1 0.1
H -0.424 -1.260 1.934 0.0 0.0 -0.1
H 1.176 -2.362 -0.435 0.0 0.0 0.0
H -0.216 -3.209 0.225 0.0 0.0 -0.1
H -0.687 -1.846 -2.155 0.0 -0.1 0.0
H -2.936 -1.179 0.266 0.0 0.0 0.0
H -2.478 -2.822 -0.165 0.0 0.0 0.0
H -3.215 -2.594 -2.404 0.0 0.1 -0.1
H -3.229 -0.844 -2.367 0.0 0.0 0.1
H -5.497 -1.623 -2.381 0.0 0.0 0.0
H -5.216 -2.743 -1.065 -0.1 0.1 0.0
H -4.673 0.177 -0.517 -0.1 0.0 -0.1
H -5.299 -1.049 0.558 0.1 0.1 0.0
H -7.496 -0.739 -0.079 -0.1 0.0 -0.1
H -7.103 -0.332 -1.722 0.1 0.1 0.0
H -7.651 1.803 -1.125 -0.2 0.0 0.0
H -6.033 1.844 -0.497 -0.1 0.1 -0.1
H -6.714 1.479 1.751 0.0 -0.1 0.0
H -7.668 2.774 1.079 0.1 0.0 0.0
H -8.818 1.053 2.596 0.0 0.0 0.0
H -8.821 -0.047 1.244 0.0 0.0 0.1
H -10.011 2.667 0.734 0.0 0.0 0.0
H -10.866 1.552 1.799 0.0 0.0 0.0
H -10.787 0.823 -2.122 0.0 0.0 0.0
H -9.796 2.157 -1.503 0.1 0.0 0.0
H -11.565 2.249 -1.394 0.0 0.0 0.0
```
Positions in Å, forces in eV/Å.

**Orbital gap**: 9.773 eV
**ΔE to the lowest compared entry with this formula, charge and spin**: 0.000 eV
**Net charge**: 0
**Structure (SMILES)**: COCCCCCCCCCCCPCCCCCCCCCOC
**E_tot**: -36958.7440 eV
**Max |F|**: 0.351 eV/Å

***

ORCA calculation (the ωB97M-V functional and the def2-TZVPD basis) on a 2-piece molecular cluster, C22H48Cl3FO2P overall at a distorted geometry.

```
77
Properties=species:S:1:pos:R:3:forces:R:3
C 5.724 0.034 3.425 0.0 0.1 -0.5
O 5.209 0.976 2.505 -0.1 0.1 0.5
C 3.800 0.875 2.340 -0.1 -0.2 0.0
C 3.435 -0.126 1.263 0.4 0.4 -0.5
C 3.835 0.378 -0.149 -0.6 -0.3 0.4
C 2.611 0.474 -1.062 0.1 0.2 0.1
C 1.707 1.681 -0.705 0.8 -0.4 -0.6
C 1.741 2.791 -1.776 -0.2 0.2 0.8
C 0.382 3.442 -2.049 0.3 -0.2 -0.6
C -0.756 2.430 -2.240 0.0 0.7 0.2
C -1.698 2.334 -1.052 -0.2 -0.4 0.1
C -2.645 1.118 -1.152 0.6 -0.1 0.3
C -2.275 0.030 -0.133 0.0 0.1 -0.6
P -3.587 -1.369 0.055 -0.3 -0.4 0.3
C -4.901 -0.190 0.848 0.4 0.2 0.3
C -4.440 0.845 1.893 -0.5 0.4 0.0
C -4.460 2.287 1.405 -0.1 -0.4 -0.3
F -5.172 3.109 2.302 0.3 0.2 0.1
C -2.907 -1.952 1.799 0.1 -0.4 -0.5
C -2.626 -3.460 1.806 0.4 0.2 0.4
C -1.195 -3.857 1.400 0.0 -0.5 -0.5
C -1.120 -4.637 0.093 0.3 0.2 -0.2
C 0.265 -5.192 -0.154 -0.2 -0.2 0.0
O 0.371 -5.875 -1.399 0.5 0.0 0.0
C 0.694 -5.020 -2.471 -0.3 -0.2 -0.1
H 5.121 -0.030 4.331 -0.1 0.1 0.1
H 5.780 -0.956 2.968 0.0 -0.2 0.1
H 6.723 0.360 3.697 0.1 0.0 0.0
H 3.443 1.867 2.082 0.0 0.2 -0.2
H 3.310 0.621 3.282 0.1 -0.1 0.3
H 2.368 -0.321 1.273 -0.3 0.0 0.2
H 3.929 -1.070 1.478 0.0 -0.2 0.1
H 4.253 1.377 -0.046 0.3 0.1 -0.1
H 4.596 -0.257 -0.592 0.1 -0.1 0.0
H 2.013 -0.431 -0.983 0.1 -0.3 0.0
H 2.962 0.536 -2.091 -0.1 0.1 -0.2
H 2.107 2.090 0.216 -0.3 0.2 0.4
H 0.706 1.315 -0.516 -0.2 0.1 0.0
H 2.191 2.413 -2.690 -0.2 -0.1 -0.2
H 2.415 3.565 -1.411 0.1 0.0 -0.2
H 0.167 4.183 -1.283 -0.2 0.0 0.2
H 0.488 4.001 -2.978 0.0 0.3 -0.1
H -1.337 2.725 -3.112 -0.1 -0.2 -0.2
H -0.313 1.453 -2.424 -0.1 -0.2 -0.2
H -1.092 2.206 -0.158 0.1 0.1 0.2
H -2.232 3.272 -0.906 -0.1 0.2 -0.2
H -2.473 0.671 -2.127 -0.4 0.0 -0.3
H -3.698 1.381 -1.096 -0.1 0.1 0.0
H -1.929 0.472 0.802 -0.2 0.1 0.2
H -1.395 -0.461 -0.560 0.2 -0.3 0.2
H -4.569 -2.483 0.147 0.0 0.0 0.0
H -4.140 -1.063 -1.283 0.2 0.1 -0.1
H -2.649 -2.317 -0.555 0.1 -0.1 -0.2
H -5.431 0.312 0.041 0.0 0.2 -0.2
H -5.644 -0.829 1.318 0.0 -0.3 0.1
H -3.469 0.632 2.335 0.1 -0.3 -0.1
H -5.153 0.844 2.716 -0.1 0.0 0.3
H -4.997 2.351 0.462 -0.1 0.1 -0.1
H -3.463 2.698 1.258 0.0 0.2 0.2
H -1.954 -1.455 1.990 0.0 0.3 0.3
H -3.616 -1.729 2.595 -0.1 0.2 0.1
H -3.338 -3.990 1.172 -0.2 0.0 -0.2
H -2.775 -3.838 2.818 -0.2 -0.1 0.1
H -0.536 -2.993 1.303 -0.1 0.2 0.1
H -0.734 -4.509 2.146 0.0 0.1 0.4
H -1.835 -5.456 0.091 -0.1 -0.1 0.0
H -1.371 -3.979 -0.735 -0.3 0.1 -0.1
H 0.518 -5.920 0.620 0.1 -0.1 0.0
H 1.007 -4.389 -0.109 0.1 0.1 0.0
H 1.064 -5.614 -3.303 0.0 -0.3 0.0
H 1.484 -4.315 -2.208 0.0 0.2 0.1
H -0.192 -4.485 -2.817 0.0 0.3 0.0
C 4.384 6.072 -2.893 0.0 0.0 0.1
Cl 5.098 7.489 -2.115 0.0 0.0 0.0
Cl 4.758 4.606 -1.990 0.2 0.1 -0.1
Cl 2.642 6.272 -3.075 0.0 0.0 0.0
H 4.817 5.979 -3.879 0.0 0.0 0.0
```
Positions in Å, forces in eV/Å.

**Orbital gap**: 5.516 eV
**Net charge**: -1
**E_tot**: -77257.4019 eV
**Max |F|**: 1.011 eV/Å

***

ORCA calculation (the ωB97M-V functional and the def2-TZVPD basis) on a 2-piece molecular cluster, C22H49BNO5S overall at a distorted geometry.

```
79
Properties=species:S:1:pos:R:3:forces:R:3
C 1.191 5.615 7.430 -0.2 -0.2 -0.1
C -0.138 4.931 6.712 0.6 0.1 0.6
C -0.464 5.601 5.247 0.0 0.2 0.4
C -2.088 5.695 4.917 0.4 -0.4 0.1
C -2.542 4.623 3.730 -0.2 0.3 0.9
C -2.900 3.141 4.414 -0.1 0.5 -1.0
C -3.035 2.035 3.183 0.1 -0.3 0.7
C -2.542 0.524 3.646 -0.6 -0.4 -0.7
C -2.797 -0.539 2.385 0.8 0.9 0.1
C -1.365 -0.702 1.542 -0.2 -1.2 -0.2
C -0.795 -2.270 1.637 0.6 1.7 0.2
C 0.754 -2.229 1.024 -0.3 -0.5 -0.9
C 0.886 -3.302 -0.233 0.1 -1.3 0.7
C 2.447 -3.795 -0.506 0.0 0.5 1.2
C 3.429 -2.611 -1.079 -0.3 -0.3 -0.1
C 2.780 -1.712 -2.297 2.9 -1.1 -2.2
O 3.773 -1.971 -3.393 -0.8 0.7 2.1
B 3.898 -0.751 -4.266 -1.4 -1.7 -1.1
O 3.001 0.288 -3.696 -0.8 0.0 4.1
C 2.961 -0.074 -2.252 -0.4 -0.3 -1.0
S 4.718 0.466 -1.730 0.4 -0.7 0.9
C 2.047 0.820 -1.225 1.5 -0.5 0.2
O 0.598 0.584 -1.310 2.8 1.2 4.8
O 0.195 0.393 -2.534 -1.6 0.4 -5.3
H 2.185 5.000 7.212 -2.2 1.4 0.4
H 1.011 5.645 8.589 0.5 -0.1 -2.2
H 1.311 6.716 7.045 -0.1 -2.1 0.8
H 0.099 3.788 6.615 -0.7 2.1 0.1
H -1.023 5.065 7.499 1.7 -0.3 -2.0
H 0.022 6.685 5.244 -1.1 -2.2 0.0
H 0.081 4.990 4.410 -1.1 1.1 1.6
H -2.679 5.408 5.898 1.1 0.6 -1.9
H -2.372 6.808 4.673 0.5 -2.2 0.2
H -1.693 4.504 2.906 -1.8 0.3 1.8
H -3.502 5.065 3.216 1.8 -1.1 0.9
H -3.946 3.239 4.978 2.4 -0.2 -1.1
H -2.066 2.831 5.202 -1.7 0.7 -1.8
H -4.184 1.974 2.870 2.5 0.1 0.5
H -2.398 2.383 2.242 -1.4 -0.8 2.0
H -1.386 0.477 3.925 -2.5 0.3 -0.5
H -3.187 0.153 4.556 1.3 0.9 -1.6
H -3.611 -0.029 1.684 1.6 -1.4 1.5
H -3.173 -1.589 2.813 0.8 2.3 -1.1
H -0.504 -0.026 1.976 -1.9 -1.2 -0.7
H -1.480 -0.441 0.402 0.2 -0.4 2.3
H -0.766 -2.512 2.794 -0.1 0.1 -2.4
H -1.505 -2.998 1.041 1.5 1.4 1.3
H 1.565 -2.481 1.847 -1.7 0.4 -1.7
H 0.966 -1.154 0.604 -0.4 -2.1 0.9
H 0.312 -4.281 0.129 1.1 2.0 -0.8
H 0.331 -2.947 -1.211 1.3 -0.5 2.0
H 2.507 -4.806 -1.131 -0.3 2.4 1.0
H 2.873 -4.082 0.571 -0.9 0.5 -2.2
H 4.402 -3.161 -1.494 -2.2 1.5 0.7
H 3.786 -1.862 -0.248 -0.9 -1.6 -1.2
H 1.790 -2.146 -2.803 1.5 1.5 1.8
H 4.984 -0.439 -4.620 1.0 0.4 0.6
H 3.375 -1.162 -5.263 -0.6 0.2 -1.3
H 5.356 -0.563 -1.019 -1.1 0.8 -0.7
H 2.365 1.955 -1.313 -0.9 -2.1 -0.1
H 2.370 0.489 -0.124 -0.9 0.6 -2.4
H 0.107 1.282 -2.998 0.4 -1.2 0.9
C -0.274 -2.827 -7.331 0.1 0.1 -0.3
C -0.984 -3.964 -6.601 0.1 0.2 0.4
C -2.087 -3.493 -5.622 0.2 -0.1 0.3
O -1.599 -2.916 -4.406 -0.5 -0.3 -0.7
C -1.124 -1.583 -4.537 0.2 0.0 0.4
N 0.019 -4.792 -5.918 -0.3 -0.1 0.3
H 0.476 -2.326 -6.714 -0.1 -0.1 0.0
H 0.256 -3.214 -8.208 -0.1 0.0 0.2
H -0.989 -2.075 -7.680 0.0 0.0 0.0
H -1.474 -4.580 -7.365 -0.1 0.0 0.2
H -2.667 -4.372 -5.317 0.1 0.0 0.1
H -2.794 -2.810 -6.112 0.1 0.1 0.0
H -1.719 -1.003 -5.249 0.0 -0.1 -0.1
H -0.073 -1.590 -4.826 0.0 0.3 -0.1
H -1.187 -1.102 -3.559 0.0 -0.2 -0.1
H -0.444 -5.616 -5.530 0.1 0.1 -0.1
H 0.330 -4.277 -5.089 0.1 -0.1 -0.3
```
Positions in Å, forces in eV/Å.

**Orbital gap**: 5.928 eV
**ΔE to the lowest compared entry with this formula, charge and spin**: 9.093 eV
**Net charge**: -1
**E_tot**: -46837.5535 eV
**Max |F|**: 5.707 eV/Å

***

Among the records above, which one has the highest net charge? C22H47O2P